Record 1
Molecular formula: C21H62N7O7
Method: DFT, ωB97M-V/def2-TZVPD

Each atom is followed by the atoms it is bonded to, with distances in Å.
Cartesian coordinates (Å):
1 O -1.36559 20.37506 7.79030  H2 0.960, H3 0.960, H4 0.960
2 H -1.11945 20.15148 8.69087  O1 0.960
3 H -0.65202 20.82952 7.33655  O1 0.960
4 H -2.23229 20.75635 7.63202  O1 0.960
5 C -3.12551 21.74700 4.20187  O6 1.200, N7 1.236, N8 1.294
6 O -2.66219 21.39936 5.25242  C5 1.200
7 N -2.66181 22.66892 3.52206  C5 1.236, H9 1.010, H10 1.010
8 N -4.19301 21.17019 3.75244  C5 1.294, H11 1.010, H12 1.010
9 H -3.07834 22.76234 2.60669  N7 1.010
10 H -1.81841 23.18205 3.73529  N7 1.010
11 H -4.56694 21.44030 2.85394  N8 1.010
12 H -4.73637 20.51084 4.29106  N8 1.010
13 C -2.78056 17.27711 6.62509  C14 1.584, H19 1.090, H20 1.090, H21 1.090
14 C -3.62837 17.64906 7.91000  C13 1.584, C15 1.548, N18 1.448, H22 1.090
15 C -4.55576 16.48694 8.34187  C14 1.548, O16 1.441, H23 1.090, H24 1.090
16 O -5.64330 16.05698 7.50066  C15 1.441, C17 1.348
17 C -6.25040 17.08159 6.87013  O16 1.348, H25 1.090, H26 1.090, H27 1.090
18 N -2.80909 17.93086 9.06964  C14 1.448, H28 1.010, H29 1.010
19 H -3.39961 16.76193 5.89061  C13 1.090
20 H -1.96777 16.63035 6.95551  C13 1.090
21 H -2.35007 18.16582 6.16358  C13 1.090
22 H -4.20060 18.56461 7.76022  C14 1.090
23 H -5.00027 16.68718 9.31676  C15 1.090
24 H -3.94361 15.58852 8.42077  C15 1.090
25 H -6.65487 17.88280 7.48865  C17 1.090
26 H -7.04938 16.65111 6.26645  C17 1.090
27 H -5.63221 17.63403 6.16250  C17 1.090
28 H -2.36275 17.07735 9.37363  N18 1.010
29 H -3.37664 18.24338 9.84445  N18 1.010
30 C -0.65158 22.07850 11.37397  C31 1.532, H36 1.090, H37 1.090, H38 1.090
31 C -1.20910 20.66260 11.55087  C30 1.532, C32 1.564, N35 1.437, H39 1.090
32 C -2.71708 20.61851 11.96281  C31 1.564, O33 1.473, H40 1.090, H41 1.090
33 O -2.94304 19.16922 12.10136  C32 1.473, C34 1.471
34 C -3.14384 18.75496 13.49868  O33 1.471, H42 1.090, H43 1.090, H44 1.090
35 N -0.89670 19.96119 10.33615  C31 1.437, H45 1.010, H46 1.010
36 H -1.33964 22.67153 10.77148  C30 1.090
37 H 0.35096 22.01529 10.95088  C30 1.090
38 H -0.62491 22.69608 12.27174  C30 1.090
39 H -0.62016 20.16212 12.31948  C31 1.090
40 H -3.34986 21.12411 11.23338  C32 1.090
41 H -2.93278 21.06523 12.93338  C32 1.090
42 H -3.37521 17.69678 13.62049  C34 1.090
43 H -3.92844 19.36352 13.94831  C34 1.090
44 H -2.38180 18.99650 14.23966  C34 1.090
45 H 0.04197 19.59292 10.39430  N35 1.010
46 H -1.52689 19.17961 10.44617  N35 1.010
47 C 3.76448 17.88150 9.72323  C48 1.489, H53 1.090, H54 1.090, H55 1.090
48 C 2.43304 18.52320 9.54612  C47 1.489, C49 1.495, N52 1.485, H56 1.090
49 C 1.89520 18.21654 8.18533  C48 1.495, O50 1.401, H57 1.090, H58 1.090
50 O 1.74838 16.83307 8.02248  C49 1.401, C51 1.374
51 C 1.06933 16.51035 6.87254  O50 1.374, H59 1.090, H60 1.090, H61 1.090
52 N 1.49696 18.28242 10.67388  C48 1.485, H62 1.010, H63 1.010
53 H 3.60718 16.83312 9.97674  C47 1.090
54 H 4.34513 18.24559 10.57081  C47 1.090
55 H 4.53454 17.93860 8.95392  C47 1.090
56 H 2.64894 19.58644 9.44120  C48 1.090
57 H 2.50068 18.63644 7.38210  C49 1.090
58 H 0.96519 18.75951 8.01695  C49 1.090
59 H 0.59044 15.57151 7.15066  C51 1.090
60 H 1.84855 16.29057 6.14274  C51 1.090
61 H 0.32827 17.21718 6.49928  C51 1.090
62 H 1.93965 18.58396 11.53015  N52 1.010
63 H 1.41155 17.27746 10.72728  N52 1.010
64 C 2.66001 21.96257 5.39622  C65 1.495, H70 1.090, H71 1.090, H72 1.090
65 C 1.69957 21.88481 6.53920  C64 1.495, C66 1.561, N69 1.423, H73 1.090
66 C 1.33453 23.32304 7.02509  C65 1.561, O67 1.406, H74 1.090, H75 1.090
67 O 0.33793 23.25560 8.01504  C66 1.406, C68 1.439
68 C -0.16409 24.50192 8.52945  O67 1.439, H76 1.090, H77 1.090, H78 1.090
69 N 0.59309 21.14115 6.04062  C65 1.423, H79 1.010, H80 1.010
70 H 3.23850 21.04231 5.31512  C64 1.090
71 H 3.43039 22.66698 5.70995  C64 1.090
72 H 2.33035 22.23823 4.39451  C64 1.090
73 H 2.15933 21.43696 7.42020  C65 1.090
74 H 1.21685 23.93902 6.13356  C66 1.090
75 H 2.29747 23.70835 7.36030  C66 1.090
76 H 0.59024 25.11773 9.01921  C68 1.090
77 H -1.03716 24.39641 9.17343  C68 1.090
78 H -0.42063 25.14897 7.69063  C68 1.090
79 H 1.05790 20.39758 5.53946  N69 1.010
80 H 0.18849 21.59807 5.23586  N69 1.010
81 C -3.35986 23.88781 7.30109  C82 1.615, H87 1.090, H88 1.090, H89 1.090
82 C -4.16803 22.72602 8.07950  C81 1.615, C83 1.538, N86 1.456, H90 1.090
83 C -5.68536 22.74689 7.82873  C82 1.538, O84 1.451, H91 1.090, H92 1.090
84 O -6.39951 21.76224 8.62011  C83 1.451, C85 1.392
85 C -7.79104 21.73255 8.62792  O84 1.392, H93 1.090, H94 1.090, H95 1.090
86 N -3.78559 21.36190 7.74440  C82 1.456, H96 1.010, H97 1.010
87 H -3.81317 24.08046 6.32873  C81 1.090
88 H -2.27355 23.97715 7.29402  C81 1.090
89 H -3.68231 24.82279 7.75929  C81 1.090
90 H -3.94868 22.89665 9.13347  C82 1.090
91 H -5.85634 22.49365 6.78244  C83 1.090
92 H -6.15252 23.70715 8.04729  C83 1.090
93 H -8.06590 22.77226 8.80556  C85 1.090
94 H -8.23547 21.21599 9.47866  C85 1.090
95 H -8.44492 21.56756 7.77158  C85 1.090
96 H -4.07888 21.16576 6.79804  N86 1.010
97 H -4.57343 20.98554 8.25209  N86 1.010

Results
- total charge = +1
- multiplicity = 1

=====

Record 2
Molecular formula: C21H62O27P6S
Method: DFT, ωB97M-V/def2-TZVPD

Each atom is followed by the atoms it is bonded to, with distances in Å.
Cartesian coordinates (Å):
1 C 3.70450 4.95187 5.60618  C2 1.548, H8 1.091, H9 1.088, H10 1.087
2 C 4.44690 4.09321 4.55426  C1 1.548, O3 1.419, H11 1.089, H12 1.092
3 O 3.59514 3.52242 3.57299  C2 1.419, S4 1.605
4 S 2.49464 2.44960 4.03424  O3 1.605, C5 1.815, O6 1.444, O7 1.439
5 C 2.45295 1.47820 2.50149  S4 1.815, H13 1.088, H14 1.086, H15 1.090
6 O 3.04598 1.61400 5.07469  S4 1.444
7 O 1.20799 3.06883 4.21527  S4 1.439
8 H 4.38763 5.17273 6.42704  C1 1.091
9 H 2.86838 4.39840 6.02749  C1 1.088
10 H 3.44418 5.88568 5.11462  C1 1.087
11 H 5.14066 4.76670 4.05287  C2 1.089
12 H 5.05045 3.31251 5.02236  C2 1.092
13 H 1.56162 0.85612 2.54994  C5 1.088
14 H 3.34570 0.86317 2.43808  C5 1.086
15 H 2.42066 2.22038 1.70445  C5 1.090
16 C -0.17096 -4.37327 0.12401  O17 1.440, H24 1.088, H25 1.088, H26 1.086
17 O 0.28978 -4.03398 -1.19792  C16 1.440, P18 1.588
18 P -0.57223 -4.30068 -2.50473  O17 1.588, O19 1.480, O20 1.605, O22 1.587
19 O -2.03565 -4.21671 -2.30087  P18 1.480
20 O 0.07510 -3.34050 -3.61615  P18 1.605, C21 1.423
21 C -0.31441 -1.97423 -3.70013  O20 1.423, H27 1.090, H28 1.089, H29 1.090
22 O -0.01415 -5.72647 -2.92355  P18 1.587, C23 1.414
23 C -0.68191 -6.55033 -3.85939  O22 1.414, H30 1.092, H31 1.091, H32 1.091
24 H -0.36949 -3.49521 0.73519  C16 1.088
25 H 0.66305 -4.90574 0.57620  C16 1.088
26 H -1.03136 -5.03220 0.04857  C16 1.086
27 H 0.51915 -1.27933 -3.80300  C21 1.090
28 H -0.89706 -1.58378 -2.86706  C21 1.089
29 H -0.89250 -1.87280 -4.61849  C21 1.090
30 H -0.89705 -7.56148 -3.50809  C23 1.092
31 H -0.07170 -6.70987 -4.74995  C23 1.091
32 H -1.64401 -6.11041 -4.12802  C23 1.091
33 C -4.60094 -5.05717 4.93636  O34 1.443, H41 1.089, H42 1.084, H43 1.091
34 O -3.56141 -4.09574 4.66033  C33 1.443, P35 1.588
35 P -2.91866 -4.05001 3.20848  O34 1.588, O36 1.474, O37 1.614, O39 1.590
36 O -2.33813 -5.31037 2.71236  P35 1.474
37 O -4.16822 -3.55775 2.31326  P35 1.614, C38 1.431
38 C -3.97320 -3.38477 0.90627  O37 1.431, H44 1.094, H45 1.084, H46 1.095
39 O -1.86427 -2.85969 3.21230  P35 1.590, C40 1.421
40 C -2.06621 -1.52155 3.64546  O39 1.421, H47 1.089, H48 1.091, H49 1.092
41 H -5.53314 -4.56057 5.20051  C33 1.089
42 H -4.19365 -5.68666 5.71934  C33 1.084
43 H -4.84966 -5.61177 4.03003  C33 1.091
44 H -3.66790 -2.34574 0.75228  C38 1.094
45 H -4.88072 -3.69567 0.40233  C38 1.084
46 H -3.10445 -3.92733 0.52031  C38 1.095
47 H -1.45249 -1.34349 4.52781  C40 1.089
48 H -3.11669 -1.30271 3.84339  C40 1.091
49 H -1.74689 -0.78618 2.90442  C40 1.092
50 C 0.43424 1.61997 -2.26205  O51 1.440, H58 1.088, H59 1.087, H60 1.088
51 O 0.36934 1.49702 -0.82849  C50 1.440, P52 1.602
52 P -0.51008 0.30493 -0.21924  O51 1.602, O53 1.468, O54 1.583, O56 1.632
53 O -0.78944 0.39838 1.21940  P52 1.468
54 O -1.78006 0.21415 -1.15924  P52 1.583, C55 1.461
55 C -2.69566 -0.90474 -0.94892  O54 1.461, H61 1.088, H62 1.090, H63 1.084
56 O 0.35354 -1.00090 -0.68050  P52 1.632, C57 1.422
57 C 1.63418 -1.22925 -0.10677  O56 1.422, H64 1.093, H65 1.086, H66 1.094
58 H -0.01827 0.77174 -2.77186  C50 1.088
59 H 1.47871 1.70050 -2.55288  C50 1.087
60 H -0.11649 2.50028 -2.58722  C50 1.088
61 H -3.35735 -0.58109 -0.14869  C55 1.088
62 H -2.12593 -1.79053 -0.66899  C55 1.090
63 H -3.19889 -1.07910 -1.89340  C55 1.084
64 H 2.02532 -0.32377 0.36408  C57 1.093
65 H 2.31497 -1.67699 -0.82500  C57 1.086
66 H 1.51759 -1.92126 0.73270  C57 1.094
67 C -2.34342 2.34870 3.64732  O68 1.441, H75 1.091, H76 1.091, H77 1.087
68 O -3.49006 2.80890 4.38869  C67 1.441, P69 1.592
69 P -4.94118 2.30196 3.97360  O68 1.592, O70 1.474, O71 1.615, O73 1.594
70 O -5.47579 2.72718 2.66712  P69 1.474
71 O -4.90579 0.70036 4.17467  P69 1.615, C72 1.429
72 C -5.84834 -0.08869 3.44501  O71 1.429, H78 1.089, H79 1.093, H80 1.086
73 O -5.83973 2.82119 5.18340  P69 1.594, C74 1.430
74 C -5.55504 2.38450 6.51461  O73 1.430, H81 1.092, H82 1.089, H83 1.088
75 H -1.74803 1.80321 4.38164  C67 1.091
76 H -1.71991 3.21043 3.40613  C67 1.091
77 H -2.51497 1.79232 2.72881  C67 1.087
78 H -5.85093 -1.08585 3.88247  C72 1.089
79 H -5.45589 -0.24946 2.43731  C72 1.093
80 H -6.83896 0.34948 3.36375  C72 1.086
81 H -6.49853 1.97372 6.88087  C74 1.092
82 H -5.32773 3.23405 7.15765  C74 1.089
83 H -4.77811 1.63120 6.62291  C74 1.088
84 C 6.68178 1.70610 1.44832  O85 1.430, H92 1.090, H93 1.088, H94 1.093
85 O 5.38222 2.22164 1.14713  C84 1.430, P86 1.595
86 P 5.05743 2.99023 -0.21185  O85 1.595, O87 1.477, O88 1.593, O90 1.607
87 O 3.79223 3.74673 -0.12319  P86 1.477
88 O 6.33755 3.91771 -0.40641  P86 1.593, C89 1.427
89 C 6.33466 4.98440 -1.35392  O88 1.427, H95 1.087, H96 1.090, H97 1.095
90 O 5.25549 1.85297 -1.33042  P86 1.607, C91 1.415
91 C 4.16023 0.99096 -1.57380  O90 1.415, H98 1.092, H99 1.097, H100 1.089
92 H 7.09321 2.19897 2.32924  C84 1.090
93 H 7.34203 1.77919 0.58659  C84 1.088
94 H 6.53600 0.66263 1.73943  C84 1.093
95 H 6.71289 5.86160 -0.83610  C89 1.087
96 H 5.37098 5.11708 -1.84489  C89 1.090
97 H 7.02522 4.74930 -2.17032  C89 1.095
98 H 3.21003 1.31073 -1.13998  C91 1.092
99 H 4.32841 0.01149 -1.10969  C91 1.097
100 H 4.02301 0.76735 -2.63106  C91 1.089
101 C 0.84306 2.18781 -8.79162  O102 1.415, H109 1.088, H110 1.093, H111 1.095
102 O 0.36592 2.07787 -7.46402  C101 1.415, P103 1.598
103 P 0.12922 0.63944 -6.80959  O102 1.598, O104 1.464, O105 1.594, O107 1.610
104 O -0.34446 0.57099 -5.42600  P103 1.464
105 O -0.76437 -0.09893 -7.90342  P103 1.594, C106 1.419
106 C -2.17462 0.05814 -7.91451  O105 1.419, H112 1.092, H113 1.087, H114 1.092
107 O 1.52773 -0.11980 -7.05557  P103 1.610, C108 1.414
108 C 2.54336 -0.19815 -6.07450  O107 1.414, H115 1.093, H116 1.092, H117 1.087
109 H 1.42533 3.10243 -8.88041  C101 1.088
110 H 0.03517 2.14211 -9.52665  C101 1.093
111 H 1.49796 1.35366 -9.06532  C101 1.095
112 H -2.55547 0.68464 -7.10478  C106 1.092
113 H -2.65722 -0.91522 -7.87564  C106 1.087
114 H -2.49423 0.57374 -8.82310  C106 1.092
115 H 2.22359 0.29604 -5.15324  C108 1.093
116 H 3.42893 0.34633 -6.40861  C108 1.092
117 H 2.83809 -1.22241 -5.85880  C108 1.087

Results
- SMILES string = CCOS(C)(=O)=O.COP(=O)(OC)OC.COP(=O)(OC)OC.COP(=O)(OC)OC.COP(=O)(OC)OC.COP(=O)(OC)OC.COP(=O)(OC)OC
- multiplicity = 1

=====

| no. | electronic energy (eV) | E_HOMO (eV) | Kohn-Sham gap (eV) |
| --- | --- | --- | --- |
| 1 | -47535.733 | -11.2 | 9.32 |
| 2 | -144646.481 | -10.2 | 10.53 |